Formula: C25H27FN4O4S
Source: OMol25
Level of theory: ωB97M-V/def2-TZVPD

- SMILES string = CC(C)(C)NC(=O)[C@H](c1ccc(O)cc1)N(C(=O)CCC(=O)Nc1nccs1)c1cccc(F)c1
- LUMO energy (eV) = 0.468
- energy relative to the best compared isomer or geometry (same formula, charge and spin) (kcal per mole) = 0.0
- highest occupied orbital energy (eV) = -8.461
- calculated total energy (eV) = -54068.7718
- frontier orbital gap (Ha) = 0.3281

The geometry in XYZ format:
```
62
C25H27FN4O4S, DFT ωB97M-V/def2-TZVPD
C -1.166 3.804 1.332
C -2.056 2.654 0.868
C -3.316 3.196 0.187
C -2.438 1.765 2.054
N -1.283 1.876 -0.104
C -1.743 0.807 -0.774
O -2.843 0.317 -0.629
C -0.746 0.284 -1.831
C -1.214 -0.969 -2.526
C -1.077 -1.072 -3.903
C -1.446 -2.226 -4.569
C -1.964 -3.302 -3.858
O -2.338 -4.458 -4.467
C -2.104 -3.205 -2.478
C -1.730 -2.051 -1.821
N 0.605 0.074 -1.292
C 1.620 0.825 -1.790
O 1.424 1.744 -2.561
C 3.031 0.524 -1.296
C 3.448 1.604 -0.284
C 2.642 1.433 0.978
O 1.620 2.038 1.226
N 3.129 0.488 1.833
C 2.501 0.164 3.010
N 2.910 -0.772 3.795
C 2.106 -0.873 4.883
C 1.072 0.002 4.925
S 1.080 1.024 3.533
C 0.763 -1.034 -0.424
C 0.251 -0.978 0.867
C 0.373 -2.070 1.710
C 1.006 -3.223 1.283
C 1.496 -3.265 -0.010
F 2.108 -4.383 -0.445
C 1.379 -2.196 -0.877
H -1.675 4.384 2.097
H -0.931 4.463 0.499
H -0.238 3.418 1.745
H -3.048 3.804 -0.674
H -3.939 2.372 -0.148
H -3.883 3.806 0.885
H -3.063 2.320 2.748
H -1.545 1.435 2.581
H -2.990 0.898 1.702
H -0.337 2.189 -0.267
H -0.633 1.086 -2.573
H -0.674 -0.242 -4.465
H -1.337 -2.291 -5.644
H -2.205 -4.385 -5.420
H -2.511 -4.045 -1.938
H -1.860 -1.987 -0.753
H 3.113 -0.466 -0.852
H 3.689 0.588 -2.164
H 4.514 1.523 -0.068
H 3.238 2.587 -0.710
H 3.968 -0.034 1.622
H 2.337 -1.619 5.620
H 0.318 0.108 5.678
H -0.243 -0.082 1.203
H -0.029 -2.021 2.710
H 1.116 -4.081 1.927
H 1.747 -2.272 -1.888
```

Formula: C25H27I2N2O10P2Se2W
Source: OMol25
Level of theory: ωB97M-V/def2-TZVPD

- LUMO energy (spin up / spin down) (eV) = -3.887 / -3.887
- energy relative to the best compared isomer or geometry (same formula, charge and spin) (kcal per mole) = 0.0
- charge = +1
- highest occupied orbital energy (spin up / spin down) (eV) = -9.797 / -9.796
- calculated total energy (eV) = -217119.2069
- frontier orbital gap (spin up / spin down) (Ha) = 0.2172 / 0.2171

The geometry in XYZ format:
```
71
C25H27I2N2O10P2Se2W, DFT ωB97M-V/def2-TZVPD
W -0.358 -1.093 0.030
C -2.852 -5.239 -0.514
C -1.706 -4.241 -0.361
O -0.548 -4.971 -0.052
P -1.488 -3.353 -1.982
O -0.798 -4.369 -2.943
O -2.888 -3.155 -2.667
O -0.728 -2.038 -1.897
P -2.073 -2.922 0.858
O -3.200 -3.493 1.789
O -2.500 -1.723 -0.001
O -0.836 -2.466 1.628
H -2.635 -5.915 -1.340
H -3.806 -4.747 -0.696
H -2.919 -5.818 0.405
H 0.178 -4.353 0.154
H 0.127 -4.564 -2.688
H -3.342 -2.366 -2.330
H -3.418 -2.943 2.556
I -3.577 1.173 3.428
C -1.519 0.954 3.552
C -0.819 1.333 4.714
C 0.534 1.149 4.829
I 1.489 1.757 6.578
C 1.261 0.526 3.780
C 2.638 0.212 3.788
C 3.187 -0.435 2.716
C 2.386 -0.783 1.620
N 1.102 -0.486 1.564
C 0.542 0.161 2.629
C -0.840 0.413 2.488
O -1.378 0.088 1.332
H -1.371 1.779 5.531
H 3.242 0.474 4.646
H 4.234 -0.700 2.701
H 2.806 -1.322 0.785
C -0.836 1.429 -3.053
Se -1.797 0.617 -1.579
C -2.607 2.171 -0.709
C -1.791 3.441 -0.506
Se -1.148 3.649 1.328
C -0.768 5.548 1.177
H -1.568 1.878 -3.720
H -0.329 0.614 -3.566
H -0.115 2.168 -2.716
H -2.984 1.760 0.228
H -3.467 2.377 -1.346
H -2.437 4.299 -0.695
H -0.947 3.511 -1.192
H -1.690 6.098 1.006
H -0.062 5.742 0.372
H -0.331 5.864 2.122
O 1.873 -3.754 -1.940
C 1.616 -2.744 -1.324
O 1.018 -2.685 -0.165
C 1.988 -1.374 -1.827
C 2.958 -1.190 -2.812
C 3.349 0.090 -3.090
C 2.816 1.163 -2.345
C 3.264 2.495 -2.526
C 2.784 3.496 -1.734
C 1.833 3.205 -0.731
C 1.348 1.940 -0.558
C 1.828 0.892 -1.368
N 1.379 -0.392 -1.185
H 3.370 -2.059 -3.303
H 4.094 0.293 -3.849
H 4.006 2.694 -3.288
H 3.140 4.509 -1.861
H 1.474 3.990 -0.077
H 0.611 1.737 0.206
```

Formula: C25H27MnN3
Source: OMol25
Level of theory: ωB97M-V/def2-TZVPD

- LUMO energy (spin up / spin down) (eV) = -1.004 / -1.161
- energy relative to the best compared isomer or geometry (same formula, charge and spin) (kcal per mole) = 0.0
- highest occupied orbital energy (spin up / spin down) (eV) = -6.123 / -6.749
- 2S+1 = 6
- calculated total energy (eV) = -62150.1602
- frontier orbital gap (spin up / spin down) (Ha) = 0.1881 / 0.2054

The geometry in XYZ format:
```
56
C25H27MnN3, DFT ωB97M-V/def2-TZVPD
C -2.606 2.105 1.874
C -1.973 3.136 0.990
H -3.421 1.580 1.389
H -2.766 2.480 2.896
H -1.825 1.346 2.060
H -0.945 2.746 0.759
H -2.442 3.201 -0.016
H -1.683 4.089 1.445
C 0.306 -1.587 2.676
C 0.687 -2.864 3.062
C 1.891 -3.357 2.537
C 2.728 -2.641 1.668
H -0.570 -1.037 3.010
H 0.035 -3.393 3.752
H 2.175 -4.365 2.814
H 3.682 -2.994 1.271
N 1.114 -0.940 1.794
C 2.306 -1.381 1.256
C 2.933 -0.446 0.296
N 2.220 0.712 0.081
C 2.566 1.742 -0.735
C 4.470 0.431 -1.309
C 3.728 1.609 -1.487
H 1.897 2.590 -0.718
H 3.996 2.433 -2.155
C 4.122 -0.605 -0.424
H 4.691 -1.532 -0.259
H 5.370 0.311 -1.906
Mn 0.630 0.677 1.000
C 0.995 2.020 2.395
H 1.754 2.662 1.911
H 1.433 1.364 3.171
H 0.113 2.567 2.763
C -3.308 -3.303 0.286
C -1.918 -3.496 0.184
C -1.113 -2.417 -0.208
C -1.680 -1.142 -0.444
C -3.093 -1.024 -0.490
C -3.899 -2.095 -0.088
N -0.825 -0.041 -0.567
C -0.854 0.523 -1.855
C 0.277 0.307 -2.673
C 0.429 0.993 -3.881
C -0.573 1.897 -4.282
C -1.745 2.049 -3.537
C -1.903 1.347 -2.336
H -3.913 -4.115 0.653
H -1.450 -4.451 0.374
H -0.039 -2.531 -0.391
H -3.535 -0.099 -0.870
H -4.978 -1.956 -0.080
H 0.997 -0.456 -2.338
H 1.306 0.784 -4.487
H -0.413 2.470 -5.182
H -2.546 2.696 -3.874
H -2.837 1.403 -1.777
```

Formula: C25H27N3O2Tc
Source: OMol25
Level of theory: ωB97M-V/def2-TZVPD

- LUMO energy (spin up / spin down) (eV) = -5.768 / -7.181
- energy relative to the best compared isomer or geometry (same formula, charge and spin) (kcal per mole) = 2.0
- charge = +2
- highest occupied orbital energy (spin up / spin down) (eV) = -14.482 / -14.480
- 2S+1 = 4
- calculated total energy (eV) = -37111.5314
- frontier orbital gap (spin up / spin down) (Ha) = 0.3202 / 0.2682

The geometry in XYZ format:
```
58
C25H27N3O2Tc, DFT ωB97M-V/def2-TZVPD
Tc -0.047 -1.005 -0.593
N 0.488 -3.827 -1.216
C 0.507 -5.120 -0.875
C 0.166 -5.199 0.460
C -0.056 -3.886 0.858
N 0.144 -3.049 -0.164
H 0.627 -3.437 -2.134
H 0.760 -5.898 -1.577
H 0.087 -6.091 1.056
H -0.330 -3.518 1.833
C 4.548 -1.048 1.044
C 3.519 -1.126 1.978
C 2.198 -1.037 1.573
C 1.871 -0.878 0.220
C 2.918 -0.791 -0.703
C 4.243 -0.875 -0.298
H 5.579 -1.131 1.360
H 3.747 -1.260 3.027
H 1.410 -1.099 2.314
H 2.705 -0.650 -1.762
H 5.036 -0.810 -1.032
O -1.170 -1.501 -2.325
C -1.566 -0.287 -2.281
O -0.743 0.548 -1.718
C -2.909 0.120 -2.669
C -3.837 -0.862 -3.026
C -5.144 -0.497 -3.288
C -5.520 0.839 -3.208
C -4.589 1.820 -2.885
C -3.284 1.465 -2.603
H -3.528 -1.895 -3.100
H -5.874 -1.250 -3.552
H -6.547 1.119 -3.400
H -4.890 2.858 -2.853
H -2.544 2.208 -2.341
C 2.416 3.989 0.128
N 1.718 3.041 1.033
C 2.670 2.130 1.724
C 0.663 2.271 0.293
C -0.286 1.540 1.219
C -0.915 2.242 2.244
C -1.791 1.611 3.115
C -2.049 0.257 2.966
C -1.436 -0.445 1.941
C -0.558 0.179 1.054
H 3.213 4.500 0.663
H 1.713 4.729 -0.247
H 2.843 3.439 -0.708
H 1.242 3.580 1.756
H 3.192 1.526 0.983
H 2.119 1.468 2.388
H 3.391 2.716 2.289
H 1.185 1.574 -0.359
H 0.106 2.973 -0.328
H -0.747 3.308 2.366
H -2.281 2.172 3.899
H -2.734 -0.245 3.636
H -1.650 -1.505 1.825
```

Formula: C25H27N3O4S
Source: OMol25
Level of theory: ωB97M-V/def2-TZVPD

- SMILES string = Cn1cc(C(=O)N2CCc3ccccc3C2)c(=O)c2cc(S(=O)(=O)N3CCCCC3)ccc21
- LUMO energy (eV) = 0.003
- energy relative to the best compared isomer or geometry (same formula, charge and spin) (kcal per mole) = 14.2
- highest occupied orbital energy (eV) = -8.518
- calculated total energy (eV) = -49859.6935
- frontier orbital gap (Ha) = 0.3132

The geometry in XYZ format:
```
60
C25H27N3O4S, DFT ωB97M-V/def2-TZVPD
C 3.357 -4.388 0.748
N 2.215 -3.542 0.489
C 0.975 -3.960 0.843
C -0.160 -3.254 0.628
C -1.489 -3.832 1.010
O -1.817 -4.950 0.652
N -2.277 -3.044 1.770
C -3.696 -3.301 1.858
C -4.425 -2.327 0.931
C -3.929 -0.915 1.092
C -4.661 0.141 0.563
C -4.199 1.441 0.647
C -2.986 1.702 1.262
C -2.250 0.660 1.794
C -2.714 -0.645 1.714
C -1.914 -1.766 2.327
C -0.131 -2.015 -0.137
O -1.123 -1.408 -0.511
C 1.236 -1.542 -0.419
C 1.389 -0.285 -1.005
C 2.639 0.225 -1.240
S 2.857 1.847 -1.979
O 3.921 2.497 -1.260
O 3.017 1.685 -3.395
N 1.366 2.532 -1.687
C 0.818 3.369 -2.734
C 1.377 4.789 -2.671
C 1.124 5.381 -1.286
C 1.751 4.482 -0.222
C 1.202 3.062 -0.350
C 3.769 -0.518 -0.922
C 3.644 -1.772 -0.365
C 2.374 -2.305 -0.093
H 3.914 -4.566 -0.174
H 4.022 -3.931 1.484
H 3.014 -5.345 1.134
H 0.919 -4.920 1.338
H -4.018 -3.163 2.896
H -3.875 -4.335 1.558
H -4.238 -2.628 -0.104
H -5.501 -2.374 1.106
H -5.603 -0.065 0.074
H -4.780 2.249 0.229
H -2.614 2.714 1.325
H -1.300 0.856 2.271
H -2.121 -1.801 3.409
H -0.845 -1.586 2.204
H 0.499 0.273 -1.253
H 1.074 2.890 -3.679
H -0.271 3.378 -2.616
H 2.452 4.747 -2.861
H 0.911 5.403 -3.443
H 1.546 6.386 -1.222
H 0.047 5.455 -1.114
H 2.832 4.444 -0.365
H 1.544 4.866 0.778
H 1.726 2.386 0.329
H 0.132 3.039 -0.114
H 4.739 -0.088 -1.114
H 4.535 -2.329 -0.129
```

Formula: C25H27N3O5S4Tb
Source: OMol25
Level of theory: ωB97M-V/def2-TZVPD

- LUMO energy (spin up / spin down) (eV) = -2.746 / -2.732
- energy relative to the best compared isomer or geometry (same formula, charge and spin) (kcal per mole) = 0.0
- charge = +1
- highest occupied orbital energy (spin up / spin down) (eV) = -11.931 / -11.931
- 2S+1 = 7
- calculated total energy (eV) = -106846.5511
- frontier orbital gap (spin up / spin down) (Ha) = 0.3375 / 0.3380

The geometry in XYZ format:
```
65
C25H27N3O5S4Tb, DFT ωB97M-V/def2-TZVPD
Tb 0.028 -0.194 -0.025
O 3.560 2.129 -1.213
C 2.694 1.296 -1.120
N 2.122 0.813 0.044
C 2.902 0.798 1.176
O 4.106 0.892 1.243
C 2.129 0.510 2.448
C 2.816 0.549 3.652
C 2.141 0.238 4.819
C 0.804 -0.122 4.735
C 0.197 -0.140 3.494
N 0.834 0.182 2.362
C 2.085 0.722 -2.385
C 2.817 0.815 -3.558
C 2.268 0.327 -4.730
C 1.000 -0.236 -4.687
C 0.343 -0.303 -3.474
N 0.866 0.164 -2.335
H 3.861 0.825 3.635
H 2.652 0.263 5.773
H 0.235 -0.388 5.615
H -0.841 -0.424 3.393
H 3.794 1.276 -3.521
H 2.816 0.382 -5.661
H 0.534 -0.631 -5.578
H -0.635 -0.763 -3.395
C -3.673 1.164 0.900
C -3.719 -0.020 -0.049
S -2.625 0.102 -1.500
C -3.137 1.689 -2.241
C -2.376 2.960 -1.829
S -0.668 2.692 -1.231
C -0.665 3.606 0.344
C -1.768 3.255 1.331
S -2.017 1.468 1.635
H -4.342 0.967 1.737
H -3.995 2.081 0.411
H -4.738 -0.158 -0.411
H -3.393 -0.935 0.444
H -4.200 1.797 -2.027
H -3.035 1.527 -3.312
H -2.902 3.512 -1.054
H -2.292 3.612 -2.695
H -0.698 4.674 0.127
H 0.319 3.374 0.757
H -2.729 3.668 1.034
H -1.513 3.690 2.298
C 5.074 -2.419 3.057
C 3.726 -2.554 2.416
C 2.611 -2.992 3.133
C 1.369 -3.085 2.534
C 1.230 -2.735 1.199
C 2.335 -2.320 0.457
C 3.574 -2.240 1.068
S -0.381 -2.751 0.432
O -0.124 -2.188 -0.921
O -1.008 -4.022 0.500
O -1.113 -1.646 1.137
H 5.031 -2.584 4.132
H 5.486 -1.427 2.864
H 5.766 -3.145 2.625
H 2.718 -3.259 4.177
H 0.504 -3.431 3.087
H 2.239 -2.127 -0.604
H 4.434 -1.910 0.500
```